No. 1
Entry from OMol25: a structure of composition C28H36BCoN9O2 (wB97M-V/def2-TZVPD).

Geometry as ORCA input:
```
! RIJCOSX wB97M-V def2-TZVPD def2/J DEFGRID3
* xyz 0 2
Co 1.1639 -0.1677 0.2016
C 0.7953 -2.9876 2.0590
C -0.3812 -2.0694 2.0386
C -1.4921 -2.0729 2.8858
C -2.2800 -1.0271 2.4522
C -3.5956 -0.5828 2.9988
N -1.6622 -0.4440 1.4037
N -0.4898 -1.0881 1.1472
B -2.2384 0.7122 0.5456
N -2.9227 0.2294 -0.7589
N -2.2249 -0.2948 -1.7920
C -3.0841 -0.4837 -2.7827
C -2.6454 -1.0469 -4.0966
C -4.3672 -0.0757 -2.3978
C -4.2222 0.3791 -1.1019
C -5.2786 0.9427 -0.2081
N -1.1757 1.7909 0.2594
N 0.0976 1.5320 -0.1579
C 0.7033 2.7085 -0.3086
C 2.1576 2.8228 -0.6112
C -0.1984 3.7443 -0.0445
C -1.3734 3.1241 0.3165
C -2.6724 3.7558 0.6908
H 1.1030 -3.1945 3.0841
H 1.6393 -2.5429 1.5352
H 0.5589 -3.9452 1.5884
H -1.6928 -2.7371 3.7100
H -3.8378 -1.1785 3.8775
H -4.3960 -0.7125 2.2702
H -3.5768 0.4679 3.2874
H -3.1014 1.2243 1.1952
H -1.7486 -0.5337 -4.4495
H -3.4204 -0.9133 -4.8499
H -2.4372 -2.1186 -4.0284
H -5.2739 -0.0972 -2.9798
H -6.2388 0.8937 -0.7196
H -5.0844 1.9836 0.0496
H -5.3625 0.3870 0.7249
H 2.5081 1.9698 -1.1814
H 2.7259 2.8782 0.3212
H 2.3585 3.7289 -1.1831
H -0.0132 4.8043 -0.0948
H -2.5492 4.8372 0.7201
H -3.0175 3.4207 1.6691
H -3.4542 3.5244 -0.0339
C 4.8524 -2.2829 -0.6336
C 5.6481 -1.8571 0.4215
C 5.1121 -1.0149 1.3729
C 3.7841 -0.6050 1.2615
N 3.0197 -1.0194 0.2284
C 3.5491 -1.8350 -0.6874
C 3.0831 0.2760 2.2012
C 3.6549 0.7423 3.3868
C 2.9177 1.5550 4.2268
C 1.6132 1.8935 3.8738
C 1.0560 1.4288 2.6926
C 1.7741 0.6073 1.8188
H 5.2308 -2.9421 -1.4016
H 6.6782 -2.1809 0.4990
H 5.7129 -0.6682 2.2008
H 2.8926 -2.1381 -1.4889
H 4.6678 0.4717 3.6615
H 3.3496 1.9219 5.1489
H 1.0295 2.5295 4.5297
H 0.0398 1.7181 2.4459
C 1.3110 -1.9010 -5.3955
O 1.8680 -0.8047 -4.6765
C 1.7122 -0.6993 -3.3382
O 2.3232 0.1328 -2.7275
N 0.8593 -1.6188 -2.7737
N 0.4399 -1.4234 -1.4316
H 1.6964 -1.8147 -6.4067
H 0.2204 -1.8477 -5.4356
H 1.6254 -2.8540 -4.9677
H 0.1427 -2.0012 -3.3727
H 0.3276 -2.3473 -1.0300
H -0.4942 -0.9691 -1.4544
*
```

Values from the calculation:
calculated total energy: -85432.8813 eV
energy relative to the best compared isomer or geometry (same formula, charge and spin): 0.652 eV
Kohn-Sham gap (alpha / beta): 8.3 / 8.1 eV
E_LUMO (alpha / beta): 0.45 / 0.40 eV
<S²>: 0.77

Results of the Mulliken charge analysis, in e, for atoms 1 through 4: atom 1 (Co): 0.392, atom 2 (C): -1.103, atom 3 (C): 0.627, atom 4 (C): -1.739


No. 2
Entry from OMol25: a structure of composition C28H36BLiO20 at a distorted geometry (wB97M-V/def2-TZVPD).

Geometry as ORCA input:
```
! RIJCOSX wB97M-V def2-TZVPD def2/J DEFGRID3
* xyz 0 1
Li -2.3549 -15.0524 5.4825
O -4.3665 -16.0415 6.2985
C -5.4230 -16.5606 6.1378
O -6.5059 -15.9745 5.6612
B -7.4947 -17.0044 5.3413
O -7.0166 -18.2863 5.9207
C -5.7828 -18.0444 6.3789
O -5.1360 -18.8443 6.9800
O -7.7080 -17.0787 3.8703
C -8.9517 -16.7384 3.5491
O -9.3834 -16.5311 2.4595
C -9.7270 -16.6326 4.9301
O -8.8214 -16.6790 5.8841
O -10.8956 -16.4445 5.1032
O -2.5372 -16.4180 4.1585
C -2.8963 -17.0035 3.1805
O -2.0118 -17.5953 2.3796
C -2.6009 -18.2875 1.2566
C -4.0535 -18.3873 1.6765
C -4.3111 -17.2595 2.6702
H -2.1185 -19.2479 1.1018
H -2.4365 -17.6824 0.3638
H -4.1938 -19.3222 2.2224
H -4.7450 -18.3873 0.8332
H -4.9690 -17.5645 3.4765
H -4.6213 -16.3252 2.2018
O -3.0091 -13.5794 6.9034
C -3.3677 -12.4624 7.1252
O -2.7127 -11.4000 6.5967
C -3.3885 -10.1620 6.9746
C -4.7725 -10.6064 7.4515
C -4.4830 -11.9982 7.9940
H -3.3557 -9.5559 6.0718
H -2.7804 -9.7093 7.7587
H -5.5436 -10.6603 6.6864
H -5.1505 -10.0074 8.2811
H -5.3566 -12.6472 7.9822
H -4.1279 -12.0249 9.0285
O 1.0245 -19.7005 2.9289
C 1.0391 -18.9295 3.8357
O -0.0971 -18.6704 4.5412
C 0.2127 -17.8059 5.6664
C 1.7214 -17.8012 5.7699
C 2.2103 -18.1234 4.4037
H -0.2081 -18.1478 6.6071
H -0.2090 -16.8250 5.4527
H 2.0112 -18.4826 6.5720
H 2.0828 -16.8080 6.0553
H 3.1203 -18.7005 4.2544
H 2.3350 -17.2145 3.8093
O -3.4279 -13.7655 4.1130
C -4.3322 -13.3773 3.4427
O -4.7734 -13.9512 2.3096
C -5.5978 -13.0519 1.5918
C -6.2032 -12.1224 2.6411
C -5.1737 -12.1628 3.7548
H -6.3773 -13.5222 0.9956
H -5.0330 -12.4497 0.8715
H -7.0913 -12.6177 3.0517
H -6.6193 -11.2081 2.2245
H -5.6058 -12.3312 4.7428
H -4.5930 -11.2426 3.8499
O -0.5279 -14.2642 4.8125
C 0.5253 -13.6994 4.8668
O 1.5362 -14.1043 4.0893
C 2.8005 -13.4351 4.3194
C 2.5321 -12.5387 5.5352
C 1.0306 -12.5940 5.7364
H 3.1175 -12.9311 3.4107
H 3.4463 -14.2851 4.5354
H 2.9145 -11.5374 5.3418
H 3.0307 -12.9103 6.4295
H 0.5315 -11.6817 5.3902
H 0.7564 -12.6602 6.7875
O -1.6737 -16.0025 7.2779
C -2.1854 -16.4866 8.2441
O -2.0158 -17.7610 8.5544
C -2.7976 -18.1769 9.6846
C -3.8379 -17.0584 9.8114
C -3.1502 -15.8383 9.2079
H -2.1862 -18.2504 10.5870
H -3.1919 -19.1728 9.5059
H -4.2157 -16.9164 10.8250
H -4.7340 -17.3109 9.2426
H -2.6163 -15.1898 9.9021
H -3.8758 -15.2552 8.6455
*
```

Values from the calculation:
calculated total energy: -71460.8303 eV
energy relative to the best compared isomer or geometry (same formula, charge and spin): 0.725 eV
Kohn-Sham gap: 8.8 eV
E_LUMO: -0.17 eV

Results of the Mulliken charge analysis, in e, for atoms 1 through 4: atom 1 (Li): 1.706, atom 2 (O): 0.610, atom 3 (C): -0.128, atom 4 (O): -0.507


No. 3
Entry from OMol25: a structure of composition C28H36Cl3GeN7OPPbS2Se (wB97M-V/def2-TZVPD).

Geometry as ORCA input:
```
! RIJCOSX wB97M-V def2-TZVPD def2/J DEFGRID3
* xyz 2 2
Pb -0.5450 -0.3569 -1.9894
Se -2.0054 -5.6194 3.9147
N -0.8114 -5.6003 2.5927
C -1.1003 -4.5691 1.8449
C -0.3445 -4.2064 0.6442
C 0.7280 -4.9680 0.1754
C 1.3880 -4.5753 -0.9680
C 0.9711 -3.4138 -1.6088
N -0.0461 -2.6838 -1.1673
C -0.7110 -3.0678 -0.0661
C -1.8664 -2.2449 0.3573
N -2.1795 -1.1555 -0.3731
C -3.2349 -0.4207 -0.0340
C -4.0475 -0.7290 1.0493
C -3.7281 -1.8288 1.8135
C -2.6183 -2.6014 1.4724
C -2.2211 -3.7779 2.2514
N -2.8485 -4.1619 3.3308
H 1.0146 -5.8604 0.7172
H 2.2142 -5.1460 -1.3678
H 1.4767 -3.0594 -2.5010
H -3.4333 0.4548 -0.6400
H -4.9002 -0.1067 1.2799
H -4.3176 -2.1110 2.6766
C -3.7822 2.2932 -5.1647
C -3.0185 1.2842 -4.3648
S -2.3346 1.7484 -2.9799
C -2.9138 -0.1208 -4.9672
C -3.7321 -0.4219 -6.1965
S -1.9468 -1.2768 -4.3950
H -3.7482 3.2705 -4.6948
H -4.8241 1.9776 -5.2635
H -3.3724 2.3634 -6.1759
H -4.2989 0.4199 -6.5725
H -4.4243 -1.2342 -5.9679
H -3.0755 -0.7877 -6.9865
Cl 0.4992 2.1749 -5.5175
Ge 1.3652 1.0216 -3.9492
Cl 2.7326 2.1970 -2.8320
Cl 2.3692 -0.6813 -4.7494
O 0.2222 0.6731 -0.1044
P 1.2018 1.1889 0.9416
N 0.8011 0.8372 2.4935
C -0.3655 1.5168 3.1077
C -0.7233 0.6621 4.3401
C 0.3104 -0.4738 4.3729
C 0.8079 -0.5661 2.9374
N 2.6484 0.4698 0.7239
C 3.8413 0.7435 1.5537
C 4.7110 -0.4898 1.3375
C 4.3864 -0.8847 -0.1021
C 2.8800 -0.6598 -0.1840
N 1.2127 2.8046 0.8535
C 2.1066 3.6866 1.6334
C 1.4212 5.0439 1.5328
C 0.8204 5.0181 0.1296
C 0.3078 3.5861 -0.0181
H -1.2079 1.5624 2.4097
H -0.0970 2.5390 3.3701
H -1.7355 0.2692 4.2478
H -0.6917 1.2531 5.2526
H -0.1133 -1.4146 4.7220
H 1.1413 -0.2187 5.0303
H 0.1262 -1.1785 2.3264
H 1.8109 -0.9859 2.8561
H 3.5596 0.8905 2.5971
H 4.3530 1.6430 1.2051
H 4.4121 -1.2889 2.0198
H 5.7659 -0.2817 1.5030
H 4.6615 -1.9126 -0.3362
H 4.9016 -0.2257 -0.8033
H 2.3383 -1.5477 0.1595
H 2.5555 -0.4309 -1.2039
H 3.1019 3.7242 1.1835
H 2.2059 3.3317 2.6603
H 2.1189 5.8648 1.6847
H 0.6306 5.1255 2.2813
H 1.5929 5.2217 -0.6147
H 0.0228 5.7464 -0.0045
H 0.3549 3.2377 -1.0494
H -0.7270 3.5007 0.3263
*
```

Values from the calculation:
calculated total energy: -237727.5508 eV
Kohn-Sham gap (alpha / beta): 5.5 / 5.8 eV
E_LUMO (alpha / beta): -7.59 / -7.77 eV
<S²>: 0.76

Results of the natural (NBO) charge analysis, in e, for atoms 1 through 4: atom 1 (Pb): 1.347, atom 2 (Se): 1.031, atom 3 (N): -0.577, atom 4 (C): 0.082